A) The following is a quantum chemistry calculation of an isolated molecule of C2H2N4, from OMol25.

Structure (XYZ):
```
8
Properties=species:S:1:pos:R:3
C 0.814 0.232 0.401
N 0.774 1.017 -0.660
N -0.271 0.938 -1.469
N -1.116 -0.052 -1.362
N -1.164 -0.797 -0.263
C -0.289 -0.562 0.699
H 1.732 0.227 0.981
H -0.480 -1.003 1.674
```

The calculation puts the HOMO-LUMO gap at 9.7091 eV. The value obtained for the lowest unoccupied orbital energy is -0.48 eV. As for the total charge: 0. The structure (SMILES) is c1cnnnn1.

B) The following is a quantum chemistry calculation of an isolated molecule of C2H2N4, from OMol25.

Structure (XYZ):
```
8
Properties=species:S:1:pos:R:3
C 0.023 0.479 -0.156
N -0.797 -0.651 -0.036
N -0.623 -1.586 -0.792
N -0.476 -2.481 -1.458
N 1.403 0.427 0.580
C 0.435 1.071 1.053
H -0.103 1.053 -1.068
H 0.139 1.688 1.877
```

The calculation puts the HOMO-LUMO gap at 10.8070 eV. The value obtained for the lowest unoccupied orbital energy is 1.06 eV. As for the total charge: 0.

C) The following is a quantum chemistry calculation of an isolated molecule of C2H2N4, from OMol25.

Structure (XYZ):
```
8
Properties=species:S:1:pos:R:3
C 0.106 -0.672 -0.415
C -0.821 0.163 -0.458
H 0.205 -1.576 -1.118
H -1.998 0.060 -0.741
N -0.458 1.310 0.162
N 0.549 1.298 0.999
N 1.257 0.216 1.180
N 1.160 -0.801 0.390
```

The calculation puts the HOMO-LUMO gap at 9.5774 eV. The value obtained for the lowest unoccupied orbital energy is -0.73 eV. As for the total charge: 0. The structure (SMILES) is c1cnnnn1.

Result of the stability comparison: C) is the least stable of them.

A) The following is a quantum chemistry calculation of a cluster of 2 separate species, C4H9N4 in total, from OMol25.

Structure (XYZ):
```
17
Properties=species:S:1:pos:R:3
C 2.422 -2.202 -0.772
C -1.564 1.939 1.129
C 0.053 -0.120 0.770
C -1.134 0.864 0.279
N -1.454 0.049 -1.923
N -1.528 0.405 -0.823
N 1.565 -1.418 -1.173
N 1.294 -0.034 0.128
H 2.790 -2.867 -1.564
H -0.739 2.524 1.623
H -2.019 2.652 0.423
H -2.441 1.673 1.765
H 0.252 0.214 1.895
H -0.225 -1.207 0.641
H 2.973 -2.447 0.132
H -1.956 -0.745 -2.190
H 1.711 0.721 -0.338
```

The calculation puts the HOMO-LUMO gap at 7.9305 eV. The value obtained for the lowest unoccupied orbital energy is -4.96 eV. As for the total charge: +1.

B) The following is a quantum chemistry calculation of a cluster of 2 separate species, C4H9N4 in total, from OMol25.

Structure (XYZ):
```
17
Properties=species:S:1:pos:R:3
C 2.781 0.960 -0.106
C 1.438 1.198 -0.535
C -1.741 -1.741 -0.294
C -1.313 0.602 0.172
N 2.687 0.363 1.091
N 1.434 0.251 1.374
N 0.683 0.668 0.416
N -1.679 -0.341 -0.664
H 3.587 1.252 -0.677
H 1.242 1.706 -1.465
H -2.391 -1.931 0.455
H -2.254 -2.227 -1.016
H -0.804 -2.256 -0.276
H -1.478 1.541 -0.184
H -1.546 0.449 1.291
H 1.192 -0.494 2.014
H -1.837 0.000 -1.595
```

The calculation puts the HOMO-LUMO gap at 11.6269 eV. The value obtained for the lowest unoccupied orbital energy is -3.11 eV. As for the total charge: +1.

Result of the stability comparison: A) is the least stable of them.

A) The following is a quantum chemistry calculation of the ion C4H9N4 with charge +1, from OMol25.

Structure (XYZ):
```
17
Properties=species:S:1:pos:R:3
C 0.467 -0.739 -0.872
C 0.731 0.796 -0.672
C -0.349 -1.141 0.339
C -0.417 1.230 0.299
N -2.153 -0.053 -0.398
N -1.713 -1.177 -0.005
N -1.622 1.055 -0.270
N -0.094 0.020 1.312
H -0.003 -0.861 -1.860
H 1.439 -1.415 -0.818
H 1.796 1.029 -0.233
H 0.688 1.348 -1.536
H -0.090 -2.101 0.754
H -0.461 2.147 0.879
H -3.075 -0.200 -0.816
H -0.800 0.164 2.025
H 0.848 0.231 1.781
```

The calculation puts the HOMO-LUMO gap at 9.5298 eV. The value obtained for the lowest unoccupied orbital energy is -4.13 eV. As for the total charge: +1.

B) The following is a quantum chemistry calculation of the ion C4H9N4 with charge +1, from OMol25.

Structure (XYZ):
```
17
Properties=species:S:1:pos:R:3
C -0.851 -0.089 1.879
C 1.115 -1.110 -2.148
C 1.340 0.349 -1.758
C 0.463 1.315 0.425
N 0.438 -1.670 -1.054
N 0.590 -1.140 -0.052
N 1.220 0.311 -0.235
N -0.526 1.027 1.383
H -0.428 -1.093 1.676
H -1.855 -0.017 2.265
H 0.531 -1.162 -3.151
H 1.976 -1.819 -2.286
H 2.381 0.547 -1.777
H 0.654 1.070 -2.225
H 2.303 0.061 0.311
H 1.244 2.040 0.663
H -0.259 1.739 -0.394
```

The calculation puts the HOMO-LUMO gap at 9.6447 eV. The value obtained for the lowest unoccupied orbital energy is -4.10 eV. As for the total charge: +1. The structure (SMILES) is C=NC[N@@H+]1CCN=N1.

Result of the stability comparison: B) is the least stable of them.

A) The following is a quantum chemistry calculation of an isolated molecule of C22H31N3O3, from OMol25.

Structure (XYZ):
```
59
Properties=species:S:1:pos:R:3
C 4.024 2.111 -0.725
H 4.970 2.053 -0.190
O 3.509 0.803 -0.746
C 2.331 0.655 -1.496
C 1.204 1.482 -0.968
N 0.949 1.807 0.254
N -0.207 2.506 0.243
C -0.596 2.574 -0.987
O 0.268 1.960 -1.817
C -1.870 3.151 -1.483
H -2.009 2.827 -2.514
H -1.834 4.241 -1.443
C -2.997 2.624 -0.589
C -2.931 1.099 -0.566
O -2.290 0.482 -1.400
N -3.617 0.483 0.418
C -4.379 1.188 1.419
H -5.019 1.942 0.958
H -3.733 1.675 2.155
H -5.014 0.473 1.937
C -3.455 -0.948 0.596
H -2.984 -1.326 -0.314
C -2.586 -1.297 1.807
C -1.166 -0.749 1.676
C -0.267 -1.136 2.854
C 1.052 -0.331 2.836
C 2.191 -1.345 2.675
H 2.986 -0.961 2.039
H 2.617 -1.600 3.647
C 1.515 -2.572 2.074
H 2.091 -3.486 2.217
H 1.363 -2.425 1.006
C 0.169 -2.608 2.791
H 0.302 -3.000 3.801
H -0.555 -3.237 2.275
H 1.172 0.251 3.750
H 1.055 0.366 2.000
H -0.821 -0.944 3.778
H -1.211 0.341 1.617
H -0.719 -1.109 0.748
H -2.561 -2.385 1.894
H -3.045 -0.905 2.718
H -4.446 -1.403 0.699
H -2.855 3.011 0.419
H -3.967 2.950 -0.969
C 1.939 -0.815 -1.515
C 2.926 -1.778 -1.353
C 2.603 -3.123 -1.401
C 1.293 -3.518 -1.608
C 0.307 -2.559 -1.768
C 0.624 -1.212 -1.724
H -0.167 -0.489 -1.856
H -0.719 -2.855 -1.927
H 1.040 -4.568 -1.642
H 3.379 -3.864 -1.272
H 3.942 -1.464 -1.182
H 2.502 0.986 -2.541
H 3.354 2.799 -0.198
H 4.200 2.485 -1.742
```

The calculation puts the HOMO-LUMO gap at 9.8920 eV. The value obtained for the lowest unoccupied orbital energy is 0.75 eV. As for the total charge: 0. The structure (SMILES) is CO[C@@H](c1ccccc1)c1nnc(CCC(=O)N(C)CCCC2CCCC2)o1.

B) The following is a quantum chemistry calculation of an isolated molecule of C22H31N3O3, from OMol25.

Structure (XYZ):
```
59
Properties=species:S:1:pos:R:3
C -4.652 -1.108 -4.339
H -4.810 -0.455 -5.193
H -5.624 -1.407 -3.952
H -4.130 -1.999 -4.682
C -3.832 -0.388 -3.268
C -2.521 0.117 -3.864
H -1.897 0.603 -3.119
H -2.732 0.844 -4.646
H -1.965 -0.702 -4.318
H -4.402 0.477 -2.923
C -3.633 -1.340 -2.073
N -3.120 -0.723 -0.867
C -1.832 -0.782 -0.476
O -1.438 -0.299 0.571
C -0.821 -1.520 -1.373
N 0.488 -1.100 -0.947
C 1.193 -1.703 0.053
O 1.026 -2.821 0.469
C 2.239 -0.690 0.515
N 1.998 0.412 -0.390
C 0.893 0.230 -1.148
O 0.365 1.001 -1.906
H 2.366 1.332 -0.216
C 3.663 -1.237 0.405
C 4.672 -0.154 0.771
C 4.305 0.604 2.020
C 5.265 1.408 2.625
C 4.971 2.148 3.754
C 3.697 2.094 4.295
C 2.735 1.302 3.699
C 3.024 0.552 2.564
C 1.948 -0.314 1.972
H 0.978 0.187 2.027
H 1.866 -1.241 2.548
H 1.739 1.257 4.115
H 3.455 2.670 5.176
H 5.731 2.764 4.210
H 6.258 1.449 2.199
H 5.659 -0.604 0.898
H 4.751 0.560 -0.056
H 3.747 -2.087 1.083
H 3.848 -1.592 -0.610
H -0.935 -1.281 -2.427
H -0.898 -2.597 -1.199
C -4.067 -0.226 0.124
H -4.980 -0.821 0.050
H -3.602 -0.424 1.094
C -4.431 1.277 0.077
C -3.310 2.128 -0.511
H -2.372 1.916 -0.007
H -3.539 3.184 -0.384
H -3.180 1.933 -1.571
C -5.759 1.531 -0.637
H -6.564 0.981 -0.154
H -6.002 2.591 -0.599
H -5.720 1.233 -1.681
H -4.568 1.585 1.120
H -2.980 -2.162 -2.374
H -4.608 -1.774 -1.826
```

The calculation puts the HOMO-LUMO gap at 9.8984 eV. The value obtained for the lowest unoccupied orbital energy is 0.79 eV. As for the total charge: 0. The structure (SMILES) is CC(C)CN(CC(C)C)C(=O)CN1C(=O)N[C@]2(CCc3ccccc3C2)C1=O.

Result of the stability comparison: A) is the least stable of them.

A) The following is a quantum chemistry calculation of a cluster of 3 separate species, C2H10O2S2 in total, from OMol25.

Structure (XYZ):
```
16
Properties=species:S:1:pos:R:3
C 1.894 0.423 1.262
S 0.782 0.310 -0.151
S -0.996 -0.713 0.380
C -1.121 -0.352 2.121
H 1.680 -0.417 1.900
H 1.687 1.406 1.674
H 2.930 0.221 0.979
H -1.536 0.645 2.275
H -0.180 -0.397 2.650
H -1.772 -1.094 2.517
H -1.501 0.487 -1.651
H -1.268 1.906 -2.213
O -1.326 0.984 -2.457
H 0.048 -1.278 -2.360
H 0.229 -0.664 -3.709
O 0.452 -1.468 -3.217
```

The calculation puts the HOMO-LUMO gap at 8.7692 eV. The value obtained for the lowest unoccupied orbital energy is 0.34 eV. As for the total charge: 0. The structure (SMILES) is CSSC.O.O.

B) The following is a quantum chemistry calculation of a cluster of 4 separate species, C2H10O2S2 in total, from OMol25.

Structure (XYZ):
```
16
Properties=species:S:1:pos:R:3
C 1.402 -1.321 0.163
S 1.665 -0.809 -1.597
S -1.873 -1.061 1.124
C -1.820 -0.340 -0.707
H 0.561 -1.786 0.633
H 2.358 -1.917 0.301
H 1.568 -0.343 0.723
H -2.870 -0.401 -1.189
H -1.468 0.656 -0.687
H -1.070 -0.925 -1.213
H 0.947 2.671 -1.546
H 1.054 1.203 -1.218
O 0.374 1.897 -1.271
H -0.268 1.420 2.715
H -0.598 0.102 1.839
O 0.038 0.955 1.930
```

The calculation puts the HOMO-LUMO gap at 4.1366 eV. The value obtained for the lowest unoccupied orbital energy is -4.58 eV. As for the total charge: 0.

Result of the stability comparison: B) is the least stable of them.

A) The following is a quantum chemistry calculation of the ion CH4N3O2S with charge +1, from OMol25.

Structure (XYZ):
```
11
Properties=species:S:1:pos:R:3
C -1.017 -0.395 -0.058
N 1.325 -0.450 -0.610
N -2.292 -0.114 0.104
N -0.068 0.435 -0.333
O 3.730 -0.704 0.072
O 2.478 1.449 0.769
S 2.581 0.148 0.163
H -0.769 -1.401 0.245
H -2.756 -1.030 0.198
H -2.888 0.627 -0.127
H -0.324 1.435 -0.422
```

The calculation puts the HOMO-LUMO gap at 10.7789 eV. The value obtained for the lowest unoccupied orbital energy is -4.94 eV. As for the total charge: +1. The structure (SMILES) is N/C=[NH+]/N=S(=O)=O.

B) The following is a quantum chemistry calculation of a cluster of 2 separate species, CH4N3O2S in total, from OMol25.

Structure (XYZ):
```
11
Properties=species:S:1:pos:R:3
C -1.749 0.247 0.033
N -2.390 1.205 0.027
N 1.765 -0.142 -0.127
N -1.388 -0.929 0.096
O 3.153 -0.189 -0.166
O 1.273 -1.243 0.089
S 1.050 1.262 -0.310
H -2.895 2.141 0.155
H 3.628 0.586 0.042
H -2.074 -1.748 -0.060
H -0.373 -1.191 0.222
```

The calculation puts the HOMO-LUMO gap at 8.9655 eV. The value obtained for the lowest unoccupied orbital energy is -5.37 eV. As for the total charge: +1.

Result of the stability comparison: B) is the least stable of them.